# C32H93N7O11

A 11-piece molecular cluster, C32H93N7O11 overall at a distorted geometry (the ωB97M-V functional and the def2-TZVPD basis, OMol25).

Computed properties:
- net charge = 0
- F_max (eV/A) = 3.67
- HOMO (eV) = -8.84
- SMILES string = COC[C@H](C)N.COC[C@H](C)N.COC[C@H](C)N.COC[C@H](C)N.COC[C@H](C)N.COC[C@H](C)N.COC[C@H](C)N.CCO.CCO.O.O
- LUMO level (eV) = 0.543

Atoms and positions in Å:
1 O -3.1594 1.7986 -0.9245
2 H -2.5081 2.2981 -0.4321
3 H -3.6080 1.2717 -0.2632
4 O -2.9547 -1.2574 -2.3707
5 H -2.0308 -1.4027 -2.1671
6 H -3.1158 -0.3480 -2.1192
7 C -8.2311 0.1156 1.1071
8 C -6.8092 0.4110 0.6025
9 C -5.7556 -0.4608 1.3456
10 O -4.4209 -0.1490 0.9480
11 C -3.3563 -0.9606 1.4963
12 N -6.6593 0.3283 -0.8111
13 H -8.5771 -0.9118 0.9939
14 H -8.9872 0.7853 0.6974
15 H -8.2611 0.4437 2.1461
16 H -6.6300 1.4711 0.7814
17 H -5.9233 -1.5197 1.1489
18 H -5.8536 -0.3232 2.4225
19 H -2.4235 -0.3988 1.5461
20 H -3.2163 -1.8843 0.9348
21 H -3.5950 -1.2888 2.5079
22 H -5.6852 0.0766 -0.9002
23 H -7.1230 -0.5450 -1.0170
24 C -3.0965 -0.1857 5.4573
25 C -1.6433 -0.1472 5.9864
26 C -0.6871 0.6152 4.9545
27 O -0.6379 -0.0006 3.6754
28 C -0.0292 -1.2649 3.6394
29 N -1.5998 0.5904 7.2576
30 H -3.5728 0.7872 5.3353
31 H -3.7364 -0.7081 6.1684
32 H -3.1009 -0.7692 4.5366
33 H -1.2421 -1.1459 6.1586
34 H 0.3266 0.8199 5.2991
35 H -1.1329 1.6039 4.8456
36 H 0.0031 -1.4341 2.5631
37 H -0.7567 -1.9215 4.1168
38 H 0.9483 -1.2050 4.1179
39 H -1.6231 0.1101 8.1458
40 H -2.1712 1.4232 7.2579
41 C 3.9721 -3.7877 -2.2807
42 C 3.5849 -4.4870 -3.6389
43 C 2.9545 -3.5267 -4.6627
44 O 1.5694 -3.1143 -4.2513
45 C 0.5865 -3.2758 -5.2464
46 N 4.7866 -5.0306 -4.0974
47 H 3.0382 -3.4017 -1.8721
48 H 4.7058 -3.0209 -2.5293
49 H 4.3181 -4.3593 -1.4195
50 H 2.9189 -5.2789 -3.2961
51 H 2.9078 -4.0890 -5.5953
52 H 3.4999 -2.5876 -4.7556
53 H 0.3609 -4.2683 -5.6366
54 H 0.6870 -2.6251 -6.1150
55 H -0.4181 -2.9525 -4.9736
56 H 5.1333 -5.6272 -3.3598
57 H 5.5772 -4.4021 -4.0907
58 C 3.7184 0.3791 -2.1570
59 C 4.8484 0.5206 -1.2260
60 C 4.8397 -0.5757 -0.0904
61 O 3.6269 -0.4632 0.7149
62 C 3.6585 -1.5575 1.6883
63 N 6.0945 0.6618 -1.8607
64 H 2.7753 0.2920 -1.6175
65 H 3.7308 -0.4513 -2.8629
66 H 3.6007 1.3470 -2.6442
67 H 4.7110 1.5081 -0.7856
68 H 5.6773 -0.4048 0.5857
69 H 5.0875 -1.5201 -0.5749
70 H 3.5154 -2.5613 1.2880
71 H 2.8576 -1.2769 2.3723
72 H 4.5677 -1.5546 2.2893
73 H 6.0929 1.4452 -2.4982
74 H 6.7467 0.9634 -1.1510
75 C 2.4318 4.1563 0.5734
76 C 3.0183 2.8766 1.2194
77 C 2.9969 3.0052 2.8055
78 O 3.8990 4.0229 3.2627
79 C 3.4424 4.7502 4.4918
80 N 2.1594 1.8119 0.7369
81 H 1.3423 4.1419 0.5452
82 H 2.7513 4.2792 -0.4614
83 H 2.8380 5.0151 1.1079
84 H 3.9900 2.7103 0.7544
85 H 3.3678 2.0777 3.2418
86 H 2.0083 3.2610 3.1867
87 H 4.3129 5.1428 5.0172
88 H 3.0273 4.0040 5.1693
89 H 2.6861 5.5186 4.3319
90 H 2.7045 0.9617 0.7516
91 H 2.0232 1.9228 -0.2578
92 C 0.0379 0.6533 -6.6895
93 C 0.2719 1.9437 -5.8499
94 C 0.6721 1.6387 -4.3259
95 O 0.9100 2.8702 -3.6855
96 C 0.4700 2.9033 -2.3990
97 N 1.2331 2.7493 -6.6328
98 H 0.9275 0.0472 -6.8604
99 H -0.4019 0.8702 -7.6630
100 H -0.6248 -0.0263 -6.1538
101 H -0.6528 2.5184 -5.7988
102 H 1.6282 1.1166 -4.2890
103 H -0.0435 1.0497 -3.7523
104 H -0.5944 2.6720 -2.3568
105 H 0.5437 3.8859 -1.9329
106 H 0.9703 2.2216 -1.7112
107 H 0.9846 2.9321 -7.5945
108 H 1.4005 3.6561 -6.2208
109 C -1.7647 4.1365 1.3708
110 C -1.7956 2.7769 2.1134
111 C -3.2232 2.4501 2.5081
112 O -3.9571 3.2786 3.4258
113 C -5.3587 3.0029 3.5111
114 N -1.1705 1.8077 1.2084
115 H -2.4456 4.1129 0.5200
116 H -0.7443 4.4279 1.1216
117 H -2.1490 4.9142 2.0307
118 H -1.2687 2.7295 3.0664
119 H -3.2767 1.3952 2.7771
120 H -3.8572 2.6753 1.6505
121 H -5.5265 1.9626 3.7900
122 H -5.8173 3.1572 2.5344
123 H -5.8163 3.6665 4.2448
124 H -1.1035 0.9400 1.7209
125 H -0.1913 2.0368 1.1149
126 C -0.3569 -0.6876 -0.7684
127 C 0.7157 -1.3363 -1.6206
128 O 0.3545 -2.5949 -2.0558
129 H -1.0317 -0.1466 -1.4317
130 H 0.0606 0.0917 -0.1309
131 H -0.8850 -1.3600 -0.0923
132 H 1.6266 -1.6124 -1.0893
133 H 1.0347 -0.7332 -2.4707
134 H 0.9713 -2.8191 -2.7565
135 C 1.1709 -5.5521 -0.4721
136 C 0.4339 -6.8756 0.0320
137 O 0.3547 -6.9172 1.4638
138 H 0.7117 -4.5938 -0.2292
139 H 1.2879 -5.5320 -1.5557
140 H 2.1802 -5.4398 -0.0763
141 H 1.0223 -7.7106 -0.3484
142 H -0.6156 -6.8858 -0.2623
143 H 0.0025 -7.7607 1.7570

Here are the Mulliken charges for atoms 1 to 4, given in e: O -0.7832; H 0.1978; H 0.2400; O -0.7722

# C32H94AsF6N8O11

C32H94AsF6N8O11 as an isolated structure at a distorted geometry (the ωB97M-V functional and the def2-TZVPD basis, OMol25).

Computed properties:
- net charge = -1
- F_max (eV/A) = 2.30
- HOMO (eV) = -6.41
- LUMO level (eV) = 2.292

Atoms and positions in Å:
1 As -11.4846 -23.3279 6.2517
2 F -12.9866 -24.1949 6.5054
3 F -12.3929 -21.8778 5.9052
4 F -10.0212 -22.4208 5.8651
5 F -10.4115 -24.6739 6.4941
6 F -11.7224 -23.8836 4.5884
7 F -11.3157 -22.9289 7.9464
8 O -14.6852 -25.6033 4.4293
9 H -15.3786 -25.3527 5.0568
10 H -13.8939 -25.2330 4.8322
11 O -12.3105 -26.0977 3.1616
12 H -11.5601 -26.3612 2.6189
13 H -12.0435 -25.2378 3.5244
14 O -9.1065 -22.0946 3.0728
15 H -8.4859 -22.1013 3.8097
16 H -9.9085 -22.4962 3.4362
17 C -11.0307 -26.3263 8.1666
18 C -11.0167 -27.7538 8.6930
19 C -11.4745 -27.8971 10.1377
20 O -11.7824 -29.2360 10.4565
21 C -11.9374 -29.4111 11.8488
22 N -11.8253 -28.6523 7.8708
23 H -10.3348 -25.7014 8.7349
24 H -11.9888 -25.8033 8.1778
25 H -10.6715 -26.2664 7.1376
26 H -9.9778 -28.1052 8.6214
27 H -12.3666 -27.2912 10.3579
28 H -10.7137 -27.4349 10.7828
29 H -11.0475 -29.0702 12.3810
30 H -12.1150 -30.4657 12.0416
31 H -12.8061 -28.8572 12.2176
32 H -11.5637 -28.6718 6.8954
33 H -11.8738 -29.5947 8.2255
34 C -14.6882 -22.0379 11.1290
35 C -14.0613 -20.6657 11.1401
36 C -12.8729 -20.4894 10.1932
37 O -12.5440 -19.1150 10.0819
38 C -12.4133 -18.7277 8.7383
39 N -15.1241 -19.6781 10.9185
40 H -14.9951 -22.2520 10.0939
41 H -15.6691 -21.9447 11.5999
42 H -14.1394 -22.9108 11.4700
43 H -13.6858 -20.4114 12.1373
44 H -13.0816 -20.9582 9.2260
45 H -12.0271 -21.0366 10.6219
46 H -11.8603 -17.7960 8.6226
47 H -13.3572 -18.7073 8.1861
48 H -11.7916 -19.4165 8.1509
49 H -15.5332 -19.7688 9.9894
50 H -14.8012 -18.7187 10.9137
51 C -11.4485 -16.1484 4.6597
52 C -11.4297 -17.6583 4.6015
53 C -10.1898 -18.1911 5.3952
54 O -8.9634 -17.7200 4.9160
55 C -8.4715 -18.3269 3.7412
56 N -12.7019 -18.2084 5.0365
57 H -10.5521 -15.7081 4.2270
58 H -11.6284 -15.7665 5.6710
59 H -12.3039 -15.7409 4.1129
60 H -11.2966 -17.9947 3.5678
61 H -10.1633 -19.2861 5.4066
62 H -10.4635 -17.8070 6.3837
63 H -7.6033 -17.7372 3.4348
64 H -9.1073 -18.0373 2.8895
65 H -8.3474 -19.4004 3.8575
66 H -12.7128 -18.0469 6.0459
67 H -12.8308 -19.2095 4.9373
68 C -15.8908 -28.1881 8.8996
69 C -15.8823 -27.2516 7.6902
70 C -16.3084 -25.8160 8.0190
71 O -16.0182 -24.9278 6.9642
72 C -15.8223 -23.5909 7.4177
73 N -14.4917 -27.2427 7.1245
74 H -15.1724 -28.0233 9.6992
75 H -15.7136 -29.1425 8.3925
76 H -16.8886 -28.3532 9.3244
77 H -16.4160 -27.7579 6.8800
78 H -15.8234 -25.5688 8.9694
79 H -17.3939 -25.8148 8.1783
80 H -15.1127 -23.6099 8.2510
81 H -16.7690 -23.1747 7.7715
82 H -15.3663 -23.0462 6.5962
83 H -14.1733 -26.2769 7.1950
84 H -13.8991 -27.7271 7.7979
85 C -4.4701 -18.3509 6.5954
86 C -5.4086 -19.5340 6.8778
87 C -6.6941 -19.0476 7.5075
88 O -7.5042 -20.1436 7.8122
89 C -8.7682 -19.8835 8.4394
90 N -5.6104 -20.2415 5.5927
91 H -3.9549 -18.0252 7.5048
92 H -5.0599 -17.4646 6.3450
93 H -3.7313 -18.6634 5.8645
94 H -4.9371 -20.2319 7.5771
95 H -7.1654 -18.3001 6.8535
96 H -6.3845 -18.4477 8.3800
97 H -8.8267 -18.7989 8.5680
98 H -8.6147 -20.1976 9.4752
99 H -9.5567 -20.3862 7.8925
100 H -6.3893 -20.8729 5.7714
101 H -5.8741 -19.5259 4.9213
102 C -15.3322 -19.7399 3.7277
103 C -14.8878 -20.9435 2.8994
104 C -13.3796 -21.1007 2.8212
105 O -12.8153 -20.2988 1.8034
106 C -11.4187 -20.3544 1.8953
107 N -15.3424 -22.1866 3.5457
108 H -15.0517 -19.8439 4.7756
109 H -16.4247 -19.6814 3.7333
110 H -14.9385 -18.8049 3.3245
111 H -15.2756 -21.0093 1.8836
112 H -13.1817 -22.1576 2.5721
113 H -12.8444 -21.0477 3.7782
114 H -11.0154 -21.3537 1.7055
115 H -11.0545 -20.0293 2.8776
116 H -10.9263 -19.6858 1.1853
117 H -16.3066 -22.1720 3.8563
118 H -14.8168 -22.4428 4.3759
119 C -6.8342 -22.4273 11.5767
120 C -7.5664 -23.1797 10.4878
121 C -9.0744 -23.2586 10.5040
122 O -9.5933 -23.9493 11.6201
123 C -11.0020 -24.0907 11.5246
124 N -7.0841 -22.6444 9.1935
125 H -6.9485 -22.9515 12.5254
126 H -7.2042 -21.3940 11.5991
127 H -5.7721 -22.2893 11.3745
128 H -7.1132 -24.1762 10.4973
129 H -9.2698 -23.7821 9.5555
130 H -9.6247 -22.3115 10.4210
131 H -11.5040 -23.1388 11.3295
132 H -11.3874 -24.4132 12.4916
133 H -11.1764 -24.8309 10.7406
134 H -7.4161 -23.0917 8.3537
135 H -6.9749 -21.6505 9.0517
136 C -8.6692 -26.5278 4.5097
137 C -7.8233 -26.7640 3.2243
138 C -8.2325 -25.8367 2.0774
139 O -9.5831 -26.0594 1.7700
140 C -10.1265 -25.2657 0.7462
141 N -6.4325 -26.5648 3.5778
142 H -8.4181 -27.2504 5.2954
143 H -9.7478 -26.5028 4.3676
144 H -8.3297 -25.6317 5.0417
145 H -8.0440 -27.7993 2.9510
146 H -7.6061 -25.9788 1.1869
147 H -8.0184 -24.7966 2.3610
148 H -10.6909 -24.4235 1.1633
149 H -10.7461 -25.7970 0.0279
150 H -9.3393 -24.7249 0.2040
151 H -6.0667 -25.6889 3.2179
152 H -6.2541 -26.4937 4.5697

Here are the Mulliken charges for atoms 1 to 4, given in e: As 2.1179; F -0.1028; F -0.4967; F -0.4871

# C32H95N15O12

A 12-piece molecular cluster, C32H95N15O12 overall at a distorted geometry (the ωB97M-V functional and the def2-TZVPD basis, OMol25).

Computed properties:
- net charge = 0
- F_max (eV/A) = 3.26
- HOMO (eV) = -9.17
- SMILES string = COC[C@H](C)N.COC[C@H](C)N.COC[C@H](C)N.COC[C@H](C)N.COC[C@H](C)N.COC[C@H](C)N.COC[C@H](C)N.NC(N)=O.NC(N)=O.NC(N)=O.NC(N)=O.O
- LUMO level (eV) = 0.204

Atoms and positions in Å:
1 C 5.1920 0.3963 1.7014
2 C 5.5759 -0.3926 0.4538
3 C 4.4571 -0.1858 -0.5732
4 O 4.6662 -1.0517 -1.6888
5 C 3.5752 -0.8469 -2.6099
6 N 6.8615 -0.0185 -0.0701
7 H 5.7262 -0.0993 2.5693
8 H 4.1412 0.2488 1.8918
9 H 5.5736 1.4047 1.5214
10 H 5.5187 -1.4576 0.6245
11 H 4.4646 0.8887 -0.8354
12 H 3.4960 -0.3770 -0.1559
13 H 3.4361 0.2152 -2.7455
14 H 2.6826 -1.3333 -2.2383
15 H 3.8977 -1.3081 -3.5626
16 H 7.1543 -0.5331 -0.9057
17 H 7.6309 -0.2281 0.5834
18 C -3.5444 2.1642 -6.8717
19 C -3.6217 3.2722 -5.8166
20 C -2.4791 3.1442 -4.8558
21 O -2.4509 1.9516 -4.1404
22 C -3.4097 1.8700 -3.1079
23 N -3.5683 4.6470 -6.3680
24 H -2.9878 1.2501 -6.5323
25 H -3.0911 2.5402 -7.8234
26 H -4.6209 1.8602 -7.1116
27 H -4.5432 3.2060 -5.2523
28 H -2.4139 3.9357 -4.1328
29 H -1.5173 3.2293 -5.3705
30 H -4.4285 1.8209 -3.5783
31 H -3.2908 2.6813 -2.3852
32 H -3.2943 0.8986 -2.6071
33 H -2.7322 4.7796 -6.9013
34 H -4.3189 4.8881 -6.9983
35 C 2.9984 2.1155 4.6352
36 C 1.7250 1.2930 4.4756
37 C 1.9690 -0.1438 4.8032
38 O 2.9752 -0.6694 3.9533
39 C 3.2697 -2.0026 4.0724
40 N 0.7931 1.7676 5.5304
41 H 3.5924 1.8105 5.5039
42 H 2.6432 3.1289 4.8204
43 H 3.6692 1.9740 3.7501
44 H 1.3682 1.3088 3.4396
45 H 1.0536 -0.7232 4.6090
46 H 2.2129 -0.2750 5.8609
47 H 2.4732 -2.7071 3.7938
48 H 3.5637 -2.1743 5.1315
49 H 4.1026 -2.1822 3.3262
50 H 0.4967 2.6872 5.3807
51 H -0.0458 1.2490 5.4698
52 C 3.2777 -4.6052 1.4798
53 C 2.5592 -4.8290 0.1332
54 C 1.0902 -5.2832 0.0800
55 O 0.9664 -6.6429 0.5900
56 C -0.3580 -6.9275 0.9093
57 N 2.5076 -3.5000 -0.6431
58 H 2.6045 -4.0824 2.2381
59 H 4.1002 -3.8843 1.3116
60 H 3.5749 -5.5497 1.9439
61 H 3.0717 -5.5317 -0.5394
62 H 0.7757 -5.2706 -0.9840
63 H 0.4071 -4.6633 0.6192
64 H -0.7706 -6.1776 1.6130
65 H -0.4068 -7.8917 1.4259
66 H -1.0593 -6.9277 0.0611
67 H 3.2577 -2.8987 -0.3218
68 H 2.6024 -3.6924 -1.6407
69 C 1.7601 6.5466 3.6212
70 C 1.8365 5.7924 2.3299
71 C 0.5032 5.3835 1.7327
72 O -0.1407 4.5211 2.6926
73 C -1.4100 3.9730 2.3174
74 N 2.5163 6.6405 1.2897
75 H 2.7335 6.9558 3.8743
76 H 1.3820 5.8693 4.4087
77 H 1.0267 7.3231 3.4948
78 H 2.3986 4.8598 2.5101
79 H 0.6193 4.7715 0.8217
80 H -0.1650 6.1949 1.4902
81 H -1.2963 3.5106 1.2821
82 H -2.1494 4.7444 2.2838
83 H -1.6740 3.2124 3.0634
84 H 3.5098 6.6424 1.4858
85 H 2.5003 6.2173 0.3845
86 C -5.3943 -1.1489 -0.2314
87 C -4.7698 -2.4306 -0.4948
88 C -5.7077 -3.3353 -1.2463
89 O -6.6238 -3.9117 -0.3554
90 C -7.4233 -4.8966 -0.9726
91 N -3.5158 -2.2524 -1.2843
92 H -6.3090 -1.4441 0.2804
93 H -5.6716 -0.5684 -1.1452
94 H -4.8420 -0.5684 0.4862
95 H -4.6137 -2.9657 0.4752
96 H -5.1166 -4.0673 -1.7534
97 H -6.3060 -2.7235 -1.9024
98 H -8.0104 -5.3655 -0.2067
99 H -6.7990 -5.6345 -1.4861
100 H -8.1356 -4.4797 -1.6901
101 H -2.8608 -1.5158 -0.9863
102 H -3.0215 -3.1165 -1.4747
103 C 2.7661 2.8112 0.1948
104 C 2.9016 3.3658 -1.2085
105 C 1.5091 3.4396 -1.8820
106 O 1.2458 2.2394 -2.5295
107 C 0.0778 1.5985 -1.9153
108 N 3.5380 4.7047 -1.0978
109 H 3.7190 2.6246 0.6624
110 H 2.2938 1.7814 0.0999
111 H 2.1454 3.5098 0.7275
112 H 3.4793 2.7032 -1.8404
113 H 1.5590 4.2799 -2.5637
114 H 0.7851 3.7106 -1.1090
115 H 0.2731 1.4301 -0.8925
116 H -0.0443 0.6399 -2.4366
117 H -0.8381 2.2007 -1.9466
118 H 4.0040 4.9618 -1.9437
119 H 4.3371 4.6839 -0.4688
120 C -4.0558 0.0908 2.4210
121 O -3.9558 -1.1093 2.7498
122 N -3.1078 0.7919 1.7606
123 N -5.2956 0.7797 2.5806
124 H -2.4507 0.3371 1.1470
125 H -3.2498 1.7546 1.5553
126 H -5.3628 1.7973 2.4544
127 H -5.9880 0.3598 3.1249
128 C -1.0846 -2.9805 3.1416
129 O 0.0414 -3.4444 3.0406
130 N -1.9280 -2.9138 2.1137
131 N -1.5177 -2.3645 4.2805
132 H -2.8413 -2.5182 2.2790
133 H -1.6641 -3.0620 1.1651
134 H -2.3944 -1.8590 4.2164
135 H -1.3616 -2.9017 5.0638
136 C -0.7377 -2.0716 -3.7425
137 O -1.0056 -3.3110 -3.6213
138 N -1.6967 -1.0543 -3.5845
139 N 0.4582 -1.5971 -4.1914
140 H -2.5456 -1.2956 -3.0356
141 H -1.4265 -0.1126 -3.6842
142 H 0.5599 -0.6086 -4.3676
143 H 1.1622 -2.2711 -4.2286
144 C -0.4207 -1.1481 0.1549
145 O -1.3469 -0.3502 -0.0107
146 N -0.2343 -2.2425 -0.5793
147 N 0.4914 -1.0536 1.1965
148 H 0.6713 -2.6634 -0.6515
149 H -0.7300 -2.3539 -1.4566
150 H 0.3477 -0.3210 1.8705
151 H 0.9017 -1.9286 1.5627
152 O 1.7606 -4.2108 -3.5170
153 H 0.8261 -3.9730 -3.4336
154 H 1.8018 -5.1693 -3.6590

Here are the Mulliken charges for atoms 1 to 4, given in e: C -1.2696; C 0.3378; C -0.3990; O -0.5054

- Among the records above, which one has the highest HOMO?
  C32H94AsF6N8O11

- Which value of LUMO level does entry 1 give?
  0.543 eV

- Number 2 is which compound?
  C32H94AsF6N8O11

- Which of these has the highest LUMO level?
  C32H94AsF6N8O11